[1]
DFT (wB97M-V/def2-TZVPD) results for a cluster of 2 separate species, FNO5S in total at a distorted geometry.

Structure (ORCA input):
```
! wB97M-V def2-TZVPD RIJCOSX def2/J DEFGRID3
* xyz 0 1
N -2.00289 -0.01675 -0.12533
O -0.07013 0.52745 0.34658
O -1.75422 -1.05490 -0.48374
O 2.21008 1.21812 -0.04270
O 1.70351 -0.79934 1.20900
O -2.80251 0.73769 0.15273
F 1.31646 -0.70493 -1.23885
S 1.39970 0.09268 0.18231
*
```

E ... -928.806715 hartree
Frontier orbital gap (spin up / spin down) ... 0.2557 / 0.2555 Ha
ΔE to the lowest compared entry with this formula, charge and spin ... 95.8 kJ/mol
Strongest force on any atom ... 3.5 eV Å⁻¹
LUMO energy (spin up / spin down) ... -3.71 / -3.71 eV

***

[2]
DFT (wB97M-V/def2-TZVPD) results for a structure of composition FNa3.

Structure (ORCA input):
```
! wB97M-V def2-TZVPD RIJCOSX def2/J DEFGRID3
* xyz 1 2
Na -0.89073 -1.85533 1.05448
Na 0.22133 2.43322 0.33618
Na 1.15774 -0.78256 -1.42963
F -0.48835 0.20468 0.03898
*
```

E ... -586.609549 hartree
⟨S²⟩ ... 0.7503
Frontier orbital gap (spin up / spin down) ... 0.1404 / 0.4156 Ha
Strongest force on any atom ... 0.9 eV Å⁻¹
LUMO energy (spin up / spin down) ... -3.88 / -3.80 eV

***

[3]
DFT (wB97M-V/def2-TZVPD) results for an isolated molecule of FOPS at a distorted geometry.

Structure (ORCA input):
```
! wB97M-V def2-TZVPD RIJCOSX def2/J DEFGRID3
* xyz 0 1
O 1.88676 0.55193 -0.74597
F -1.62482 -1.06955 0.78074
P -0.96236 0.75965 0.31167
S 0.70043 -0.24203 -0.34643
*
```

E ... -914.573149 hartree
Frontier orbital gap (spin up / spin down) ... 0.2914 / 0.2914 Ha
ΔE to the lowest compared entry with this formula, charge and spin ... 329.4 kJ/mol
Strongest force on any atom ... 4.4 eV Å⁻¹
LUMO energy (spin up / spin down) ... -2.14 / -2.14 eV

***

[4]
DFT (wB97M-V/def2-TZVPD) results for a structure of composition FeH36O22S at a distorted geometry.

Structure (ORCA input):
```
! wB97M-V def2-TZVPD RIJCOSX def2/J DEFGRID3
* xyz 1 6
Fe -6.80817 -8.49655 17.50266
S -3.73514 -8.15788 16.38844
O -2.96774 -7.89055 17.56511
O -3.63874 -7.04085 15.47665
O -3.28970 -9.36137 15.77302
O -5.10875 -8.36498 16.79959
O -4.23482 -10.40100 18.94577
H -3.74475 -10.98860 18.40086
H -3.52247 -9.88254 19.29317
O -5.56149 -5.47858 15.05848
H -5.86314 -5.59381 14.15932
H -4.86160 -6.06042 15.17970
O -2.82130 -7.15990 13.09213
H -3.12018 -7.06308 14.00033
H -3.04239 -8.08134 12.91537
O -4.31848 -5.36559 18.20521
H -4.41289 -5.14618 19.16633
H -4.67426 -4.60025 17.76380
O -2.15396 -5.11509 15.54521
H -1.95517 -4.91862 16.48566
H -2.89500 -5.78190 15.54927
O -5.25360 -11.13760 15.41130
H -4.85720 -11.84548 14.94957
H -4.55802 -10.52745 15.56016
O -6.23650 -8.14038 19.36727
H -5.54215 -8.64809 19.79031
H -6.67049 -7.68154 20.11061
O -3.50609 -7.48098 20.03133
H -3.25914 -7.46824 19.08829
H -2.89181 -8.06448 20.41421
O -5.74272 -8.52686 13.90442
H -5.26200 -9.30566 13.66239
H -5.70370 -7.92380 13.13950
O -1.15041 -5.97559 18.45889
H -1.71132 -6.62350 18.04885
H -0.24801 -6.09919 18.16529
O -0.94289 -8.84199 18.79131
H -0.16711 -8.41479 18.46812
H -1.68721 -8.47057 18.25882
O -7.47549 -9.35081 15.69776
H -7.90866 -10.23125 15.65472
H -7.05961 -9.18507 14.83937
O -7.04366 -6.52058 17.10550
H -7.04112 -5.88373 17.76643
H -6.74036 -5.89639 16.37067
O -6.81567 -10.44930 18.03710
H -7.68654 -10.84062 18.19201
H -6.20393 -10.90025 18.60686
O -3.34474 -9.89710 13.20545
H -3.36488 -9.76135 14.14128
H -2.99451 -10.75323 13.17297
O -2.77449 -11.70672 16.90416
H -1.84113 -11.72808 17.22653
H -2.89120 -10.76562 16.60803
O -0.48678 -7.17136 15.20983
H -1.22887 -6.55394 15.40331
H -0.89182 -8.00373 14.96841
O -0.98298 -9.89558 14.72783
H -1.86019 -9.65438 15.02794
H -0.99467 -9.81694 13.75673
*
```

E ... -3338.488113 hartree
⟨S²⟩ ... 8.7580
Frontier orbital gap (spin up / spin down) ... 0.2462 / 0.1303 Ha
Strongest force on any atom ... 5.1 eV Å⁻¹
LUMO energy (spin up / spin down) ... -4.90 / -8.05 eV

***

[5]
DFT (wB97M-V/def2-TZVPD) results for a structure of composition H10KO5.

Structure (ORCA input):
```
! wB97M-V def2-TZVPD RIJCOSX def2/J DEFGRID3
* xyz 1 1
K -2.05722 0.49081 1.04641
O 2.48439 3.55338 1.08466
H 2.76282 2.73809 0.66752
H 3.00176 4.23294 0.65249
O -1.02254 4.21512 -2.50833
H -1.82903 4.04210 -2.99400
H -1.03262 5.15994 -2.35521
O 2.20167 -1.79307 -1.03165
H 2.73353 -1.25923 -1.62189
H 2.20974 -2.66586 -1.42459
O -1.06878 -2.50948 5.17573
H -0.89264 -1.87549 5.87090
H -0.22696 -2.93894 5.02364
O -2.54062 -3.43667 -2.43544
H -2.16943 -3.73447 -3.26596
H -2.55411 -4.21916 -1.88430
*
```

E ... -981.918461 hartree
Frontier orbital gap ... 0.3604 Ha
ΔE to the lowest compared entry with this formula, charge and spin ... 195.2 kJ/mol
Strongest force on any atom ... 0.4 eV Å⁻¹
LUMO energy ... -4.13 eV

***

[6]
DFT (wB97M-V/def2-TZVPD) results for a cluster of 5 separate species, H10O4S in total at a distorted geometry.

Structure (ORCA input):
```
! wB97M-V def2-TZVPD RIJCOSX def2/J DEFGRID3
* xyz -1 2
S -1.82393 3.58217 0.35111
H -1.21323 2.80077 1.25193
H -1.96540 4.60892 1.20589
H 0.62802 -0.79103 3.57059
H 0.24791 0.13141 4.74361
O 0.78435 0.08512 3.94485
H 1.18075 -0.11375 -1.50719
H 2.58865 0.42646 -1.91005
O 2.02336 -0.35199 -1.92859
H 0.80221 -3.24840 -1.69061
H 0.23669 -2.18495 -2.57899
O -0.04279 -2.94750 -2.05550
H -0.67019 -1.07276 -0.59516
H -1.73208 -0.59602 -1.71025
O -1.04433 -0.32845 -1.09166
*
```

E ... -705.090867 hartree
⟨S²⟩ ... 0.7504
Frontier orbital gap (spin up / spin down) ... 0.0830 / 0.3652 Ha
ΔE to the lowest compared entry with this formula, charge and spin ... 53.0 kJ/mol
Strongest force on any atom ... 1.2 eV Å⁻¹
LUMO energy (spin up / spin down) ... 3.17 / 3.15 eV

***

[7]
DFT (wB97M-V/def2-TZVPD) results for a cluster of 5 separate species, H10O4S2 in total at a distorted geometry.

Structure (ORCA input):
```
! wB97M-V def2-TZVPD RIJCOSX def2/J DEFGRID3
* xyz 0 1
S -4.37389 -1.21991 -0.06932
S -2.64833 -2.14979 0.85999
H -5.20520 -1.79645 0.82027
H -2.61647 -3.21577 -0.08928
O 2.58168 0.06255 -1.70875
H 2.93492 0.71860 -2.29568
H 1.86540 -0.51008 -2.19248
O 1.07384 -1.03327 1.17680
H 1.69047 -0.39775 1.44646
H 1.13466 -1.62739 1.93931
O -0.29027 0.83177 -0.50198
H 0.02170 0.11338 0.11472
H -0.91362 1.18179 0.08294
O 1.81159 3.19514 0.40353
H 0.94800 3.40787 0.18798
H 1.98549 2.43930 -0.17452
*
```

E ... -1103.290220 hartree
Frontier orbital gap ... 0.3523 Ha
ΔE to the lowest compared entry with this formula, charge and spin ... 105.3 kJ/mol
Strongest force on any atom ... 3.2 eV Å⁻¹
LUMO energy ... -0.10 eV

***

[8]
DFT (wB97M-V/def2-TZVPD) results for a cluster of 5 separate species, H10O5 in total at a distorted geometry.

Structure (ORCA input):
```
! wB97M-V def2-TZVPD RIJCOSX def2/J DEFGRID3
* xyz 0 1
O 0.46973 1.48493 1.80593
H 0.19873 2.19593 1.16393
H 0.37873 0.67093 1.52893
O -0.93127 0.30593 -2.36407
H -1.50027 1.13193 -2.28207
H -1.48327 -0.18707 -2.98907
O 0.02073 -1.00307 0.09293
H 0.87673 -0.79207 -0.40507
H -0.44227 -0.79307 -0.68607
O -2.07927 -0.07207 2.02393
H -2.11427 0.89293 2.00893
H -1.50927 -0.15807 1.18993
O 2.63873 -0.98707 -0.20307
H 2.69273 -1.79007 0.29393
H 2.78373 -0.90007 -1.17907
*
```

E ... -382.143911 hartree
Frontier orbital gap ... 0.3882 Ha
ΔE to the lowest compared entry with this formula, charge and spin ... 210.7 kJ/mol
Strongest force on any atom ... 8.8 eV Å⁻¹
LUMO energy ... 0.11 eV

***

[9]
DFT (wB97M-V/def2-TZVPD) results for a cluster of 5 separate species, H10O5 in total at a distorted geometry.

Structure (ORCA input):
```
! wB97M-V def2-TZVPD RIJCOSX def2/J DEFGRID3
* xyz 0 1
O 36.96500 9.70700 15.63700
H 36.78900 10.60500 15.28600
H 37.86000 9.63000 15.58900
O 35.35500 7.41200 15.28300
H 35.58300 6.87000 16.03900
H 35.86100 8.25100 15.35700
O 35.91900 11.73600 14.52700
H 35.46200 11.83200 13.68000
H 35.33500 12.22900 15.04800
O 34.73800 9.55600 13.21700
H 35.15800 9.92100 13.98600
H 34.35800 8.74500 13.52300
O 34.64200 10.06500 17.03200
H 34.53300 10.35500 17.92200
H 35.51400 10.20700 16.76300
*
```

E ... -382.181236 hartree
Frontier orbital gap ... 0.4053 Ha
ΔE to the lowest compared entry with this formula, charge and spin ... 112.7 kJ/mol
Strongest force on any atom ... 4.1 eV Å⁻¹
LUMO energy ... 0.36 eV